No. 1
Formula: C4H7NO2
Source: the OMol25 dataset
Level of theory: ωB97M-V with the def2-TZVPD basis set

Calculated values
2S+1: 1
SMILES: CC#N.C=O.C=O
HOMO level: -10.15 eV
Energy relative to the best compared isomer or geometry (same formula, charge and spin): 250.8 kJ/mol
Net charge: 0

Each line ends with the Mulliken charge.
Element x y z (Å)
C1 1.1133 -0.1797 2.0859  -0.6826
C2 1.7642 -0.0550 0.7844  0.4373
N1 2.2601 0.0395 -0.2568  -0.4527
O1 -1.5127 -0.6931 0.3296  -0.4673
C3 -2.1465 0.1667 -0.2417  -0.1028
C4 0.1644 0.0385 -2.2280  -0.1059
O2 -0.7436 0.8380 -2.2554  -0.4428
H1 0.0752 -0.4832 1.9187  0.2234
H2 1.6295 -0.9265 2.6944  0.2860
H3 1.1338 0.7813 2.6059  0.2573
H4 0.1237 -0.8627 -1.5914  0.2326
H5 -2.9173 -0.0801 -0.9918  0.2863
H6 -2.0205 1.2410 -0.0214  0.2347
H7 1.0766 0.1753 -2.8324  0.2965

No. 2
Formula: C4H7NO2
Source: the OMol25 dataset
Level of theory: ωB97M-V with the def2-TZVPD basis set

Calculated values
2S+1: 1
SMILES: C/C(CC=O)=N\O
HOMO level: -9.58 eV
Energy relative to the best compared isomer or geometry (same formula, charge and spin): 408.7 kJ/mol
Net charge: 0

Each line ends with the Mulliken charge.
Element x y z (Å)
C1 1.2145 0.8617 -0.2871  -1.1883
C2 -0.0280 0.1883 0.2541  0.6209
N1 -0.1120 -0.3251 1.4237  -0.4295
O1 0.9813 -0.0600 2.2288  -0.3833
C3 -0.7669 -1.0775 -1.2054  0.0529
C4 -1.5257 -0.0446 -0.4769  -0.6162
O2 -0.2399 -0.7042 -2.2382  -0.5172
H1 1.4244 1.6925 0.3933  0.3823
H2 2.1339 0.2487 -0.3046  0.3102
H3 1.0369 1.2097 -1.3027  0.3647
H4 0.6624 -0.3534 3.0957  0.3801
H5 -0.5425 -2.0326 -0.7125  0.3926
H6 -2.0823 0.5021 -1.2746  0.2904
H7 -2.1559 -0.1057 0.4065  0.3405

No. 3
Formula: C4H7NO2
Source: the OMol25 dataset
Level of theory: ωB97M-V with the def2-TZVPD basis set

Calculated values
2S+1: 1
SMILES: C/C(=N\O)[C@H]1CO1
HOMO level: -9.65 eV
Energy relative to the best compared isomer or geometry (same formula, charge and spin): 385.8 kJ/mol
Net charge: 0

Each line ends with the Mulliken charge.
Element x y z (Å)
C1 -0.3893 -1.0914 -1.3905  -1.0948
C2 -0.2266 -0.4875 -0.0233  0.6183
N1 0.6375 -0.8145 0.8568  -0.4739
O1 1.4864 -1.8490 0.4499  -0.4140
C3 -0.7996 0.8778 0.2215  -0.0815
C4 -0.1537 1.7041 1.2393  -0.3462
O2 0.2304 1.8218 -0.1196  -0.4192
H1 -0.3107 -2.1807 -1.3906  0.3467
H2 -1.3386 -0.7871 -1.8417  0.3622
H3 0.4095 -0.7084 -2.0377  0.2605
H4 2.3453 -1.4505 0.6760  0.3343
H5 -1.7816 1.1612 -0.1670  0.3793
H6 -0.6697 2.5779 1.6207  0.2797
H7 0.5608 1.2265 1.9060  0.2485

No. 4
Formula: C4H7NO2
Source: the OMol25 dataset
Level of theory: ωB97M-V with the def2-TZVPD basis set

Calculated values
2S+1: 1
SMILES: CC1=C(CO)N1O
HOMO level: -8.79 eV
Energy relative to the best compared isomer or geometry (same formula, charge and spin): 494.6 kJ/mol
Net charge: 0

Each line ends with the Mulliken charge.
Element x y z (Å)
C1 -1.5984 -1.3321 -0.2780  -1.0665
C2 -0.5875 -0.3758 0.1847  0.5156
N1 -0.6361 0.7595 1.0841  -0.5596
O1 -1.3201 1.8240 0.3348  -0.4312
C3 0.5050 0.2927 0.2905  0.3664
C4 1.9706 0.4236 0.1127  -0.3847
O2 2.4088 -0.5688 -0.7892  -0.5145
H1 -2.3675 -0.7718 -0.8194  0.2959
H2 -1.1756 -2.0977 -0.9315  0.2722
H3 -2.0716 -1.8035 0.5889  0.3055
H4 -1.6411 2.3828 1.0550  0.3364
H5 1.8513 -0.4733 -1.5727  0.3123
H6 2.2748 1.4295 -0.2102  0.2644
H7 2.4528 0.2322 1.0778  0.2879